1.
# C3H6N2

One molecule with the formula C3H6N2 at a distorted geometry (ωB97M-V with the def2-TZVPD basis set, OMol25).

XYZ file:
```
11
Properties=species:S:1:pos:R:3:forces:R:3:nbo_charge:R:1
H 2.041 -1.241 -0.273 -4.525 -0.006 0.956 0.29
N 0.859 -1.150 0.125 6.170 -1.696 -1.822 -0.68
C 0.314 -0.176 -0.483 1.473 -2.419 1.853 0.34
N 0.639 0.498 -1.541 0.847 1.142 -3.970 -0.81
C -0.728 0.357 0.284 -3.929 3.295 0.336 -0.30
C -0.756 0.051 1.531 -2.584 -1.627 3.362 -0.29
H -0.171 1.181 -1.586 2.107 -0.682 -2.005 0.41
H 1.265 -0.024 -2.298 -2.315 2.203 1.925 0.43
H -1.545 1.129 0.022 1.524 -1.224 -0.523 0.21
H -1.592 0.139 2.189 -1.082 1.821 0.005 0.18
H -0.326 -0.762 2.029 2.315 -0.809 -0.115 0.22
```
Forces are in eV/Å.

Its highest occupied orbital energy is -8.828 eV. The value obtained for the LUMO energy is 0.0337 Ha. As for the HOMO-LUMO gap: 9.75 eV. Its SMILES is [H]/N=C(\N)C=C. Its spin multiplicity is 1. Its relative energy (zero: lowest compared OMol25 entry of this formula, charge and spin) is 3.676 eV.

=====

2.
# C5H9N3

One molecule with the formula C5H9N3 at a distorted geometry (ωB97M-V with the def2-TZVPD basis set, OMol25).

XYZ file:
```
17
Properties=species:S:1:pos:R:3:forces:R:3:nbo_charge:R:1
C -1.825 0.079 0.591 -2.578 1.644 1.941 -0.25
C -1.392 -1.091 -0.101 -0.625 -2.873 -4.548 -0.47
C 0.014 -0.642 -0.550 0.898 -2.776 2.697 0.13
N 1.028 -1.231 0.020 -2.140 -1.647 -1.614 -0.18
N 2.030 -0.369 0.030 4.523 0.081 4.311 -0.42
C 1.410 0.967 0.316 3.527 0.937 3.339 -0.30
C 0.271 0.830 -0.489 -8.749 2.060 -4.674 -0.13
N -1.245 1.206 -0.015 0.818 3.319 -4.184 -0.59
H -1.480 0.030 1.745 -1.153 0.153 -2.441 0.19
H -2.931 0.184 0.368 0.881 0.036 1.502 0.22
H -1.670 -1.844 0.568 1.638 -2.088 1.357 0.24
H -2.087 -1.622 -0.965 1.360 2.421 1.181 0.20
H 2.809 -0.707 0.815 -2.704 1.284 -2.729 0.37
H 2.044 1.602 -0.209 1.283 1.784 -0.324 0.22
H 1.395 1.376 1.483 -0.473 -1.495 -2.842 0.21
H 0.128 1.522 -1.558 1.595 -2.246 2.858 0.22
H -1.775 1.352 -1.092 1.898 -0.594 4.171 0.33
```
Forces are in eV/Å.

Its highest occupied orbital energy is -8.381 eV. The value obtained for the LUMO energy is 0.0320 Ha. As for the HOMO-LUMO gap: 9.25 eV. Its SMILES is C1CC2=NNC[C@@H]2N1. Its spin multiplicity is 1. Its relative energy (zero: lowest compared OMol25 entry of this formula, charge and spin) is 6.442 eV.

=====

3.
# C5H10NO3

An isolated ion of composition C5H10NO3 and charge +1 at a distorted geometry (ωB97M-V with the def2-TZVPD basis set, OMol25).

XYZ file:
```
19
Properties=species:S:1:pos:R:3:forces:R:3:nbo_charge:R:1
C -1.262 0.103 0.020 0.394 -0.392 -0.475 0.88
C 2.131 -1.175 0.793 -0.403 -1.955 -1.430 -0.07
C 0.977 -0.360 0.915 -2.838 1.329 0.808 0.37
C -3.592 -0.004 -0.735 2.805 0.837 0.450 -0.42
C 2.655 1.164 -0.340 -0.679 1.166 -1.434 -0.27
N -2.321 -0.629 -0.259 -0.692 -0.142 0.235 -0.59
O -1.098 1.275 -0.155 0.685 0.119 0.648 -0.60
O -0.220 -0.813 0.469 0.592 -0.014 0.393 -0.53
O 1.871 -0.050 -0.202 1.337 -0.125 -0.151 -0.31
H 2.964 -1.220 1.469 0.371 0.744 -0.007 0.26
H 1.917 -2.078 0.219 0.444 0.048 0.228 0.25
H 0.976 0.402 1.689 -0.146 0.300 -0.227 0.22
H -4.407 -0.606 -0.310 0.053 0.772 -0.500 0.23
H -3.386 1.038 -0.351 -1.506 -0.936 -0.395 0.24
H -3.434 0.034 -1.821 -1.136 -0.102 0.201 0.22
H 3.458 1.286 0.306 1.684 -0.826 1.220 0.22
H 2.955 1.223 -1.391 -0.026 -0.312 0.352 0.24
H 2.064 2.029 -0.111 -1.043 0.118 -0.103 0.24
H -2.249 -1.618 -0.207 0.105 -0.629 0.186 0.41
```
Forces are in eV/Å.

Its highest occupied orbital energy is -13.678 eV. The value obtained for the LUMO energy is -0.1175 Ha. As for the HOMO-LUMO gap: 10.48 eV. Its spin multiplicity is 1. Its total charge is +1. Its relative energy (zero: lowest compared OMol25 entry of this formula, charge and spin) is 3.187 eV.

=====

4.
# C11H15N

A 2-piece molecular cluster, C11H15N overall at a distorted geometry (ωB97M-V with the def2-TZVPD basis set, OMol25).

XYZ file:
```
27
Properties=species:S:1:pos:R:3:forces:R:3:nbo_charge:R:1
C 0.265 1.379 3.264 -0.492 -0.366 2.614 -0.64
C -0.316 0.734 2.097 -1.019 2.012 -2.672 -0.07
C -1.216 1.427 1.258 0.878 -3.581 -0.844 -0.04
N -1.662 0.540 0.217 1.081 -1.443 1.605 -0.57
C -1.033 -0.729 0.493 -0.549 0.536 -0.166 0.16
C -1.205 -1.958 -0.158 0.242 -0.976 -2.372 -0.24
C -0.313 -3.037 0.151 1.094 1.503 0.894 -0.24
C 0.706 -2.741 1.106 -0.475 -2.194 -0.789 -0.23
C 0.897 -1.535 1.627 1.442 1.372 2.287 -0.21
C -0.051 -0.582 1.535 -3.450 2.967 -1.602 -0.08
H 1.178 0.901 3.562 1.136 0.340 -0.294 0.22
H -0.325 1.038 4.165 0.027 0.621 -0.686 0.22
H 0.281 2.488 3.309 0.189 -0.805 -0.352 0.23
H -1.390 2.452 1.045 -0.284 0.811 0.748 0.21
H -2.536 0.638 -0.316 0.862 -0.084 0.627 0.41
H -1.880 -1.969 -1.099 1.080 -0.269 1.796 0.22
H 0.012 -3.967 -0.350 -1.726 0.412 -0.222 0.23
H 1.361 -3.463 1.589 0.122 -0.587 -1.146 0.21
H 1.824 -1.305 2.143 -0.163 -0.254 0.554 0.21
C 0.296 0.487 -3.194 -2.379 3.573 2.936 -0.60
C 0.995 1.901 -3.125 3.944 -2.724 -2.598 -0.61
H -0.244 0.374 -4.098 -0.462 0.157 -1.081 0.20
H 1.010 -0.260 -3.161 1.178 -1.648 0.667 0.21
H -0.526 0.514 -2.362 1.708 -0.899 -1.178 0.20
H 1.568 1.844 -4.151 -0.924 0.887 1.588 0.19
H 1.889 2.072 -2.433 -1.552 -0.759 -0.314 0.21
H 0.415 2.758 -3.114 -1.508 1.398 0.000 0.20
```
Forces are in eV/Å.

Its highest occupied orbital energy is -7.701 eV. The value obtained for the LUMO energy is 0.0335 Ha. As for the HOMO-LUMO gap: 8.61 eV. Its SMILES is Cc1c[nH]c2ccccc12.CC. Its spin multiplicity is 1. Its relative energy (zero: lowest compared OMol25 entry of this formula, charge and spin) is 2.783 eV.